Entry 1:
The following is a DFT calculation (the ωB97M-V functional and the def2-TZVPD basis) of C48H51BBrCl4F6N9O6PbS6 as an isolated structure.

The geometry in XYZ format:
```
133
Properties=species:S:1:pos:R:3
Pb 0.53 0.66 0.37
C 1.76 -3.05 2.67
C 2.05 -4.18 1.70
C 3.44 -4.72 2.05
C 1.00 -5.29 1.84
N 2.07 -3.75 0.26
C 2.91 -4.36 -0.65
C 2.59 -3.91 -1.87
N 1.53 -3.04 -1.74
B 0.91 -2.49 -3.06
N 1.80 -1.47 -3.79
C 1.44 -1.13 -5.08
C 2.18 -0.08 -5.46
N 2.99 0.27 -4.39
C 2.79 -0.64 -3.38
S 3.66 -0.79 -1.94
C 3.93 1.41 -4.45
C 5.31 0.88 -4.83
C 3.98 2.18 -3.13
C 3.42 2.40 -5.51
N -0.53 -1.94 -2.90
C -1.60 -2.80 -2.97
C -2.72 -2.07 -2.95
N -2.35 -0.73 -2.88
C -0.98 -0.66 -2.82
S -0.01 0.72 -2.61
C -3.41 0.30 -3.11
C -4.58 -0.03 -2.17
C -2.98 1.75 -2.86
C -3.84 0.18 -4.57
C 1.20 -2.95 -0.43
S -0.14 -2.08 0.20
H 1.66 -3.48 3.67
H 0.84 -2.53 2.43
H 2.55 -2.30 2.69
H 3.49 -4.81 3.14
H 4.22 -4.02 1.73
H 3.64 -5.70 1.62
H 1.21 -5.88 2.73
H 1.01 -5.95 0.97
H 0.00 -4.87 1.94
H 3.69 -5.03 -0.36
H 3.04 -4.10 -2.82
H 0.82 -3.46 -3.79
H 0.66 -1.66 -5.60
H 2.15 0.47 -6.38
H 5.66 0.19 -4.05
H 6.02 1.70 -4.92
H 5.27 0.34 -5.78
H 4.44 1.61 -2.33
H 2.98 2.46 -2.81
H 4.55 3.10 -3.30
H 3.55 2.02 -6.53
H 3.99 3.32 -5.42
H 2.37 2.63 -5.34
H -1.46 -3.87 -3.00
H -3.75 -2.38 -2.96
H -4.22 -0.18 -1.16
H -5.14 -0.91 -2.50
H -5.27 0.82 -2.15
H -2.62 1.90 -1.84
H -3.88 2.36 -3.00
H -2.21 2.07 -3.54
H -4.14 -0.84 -4.81
H -3.01 0.46 -5.23
H -4.68 0.85 -4.77
Cl -0.25 3.02 2.25
C -1.97 2.94 2.49
C -2.49 3.85 3.38
C -3.86 3.90 3.61
C -4.68 3.04 2.89
C -4.14 2.15 1.99
Cl -5.26 1.18 1.08
C -2.75 2.03 1.76
S -2.18 0.83 0.63
H -1.82 4.53 3.89
H -4.27 4.61 4.31
H -5.76 3.07 3.02
Br 4.74 -0.80 1.86
C 4.68 1.04 1.35
C 5.73 1.86 1.73
C 5.68 3.18 1.30
C 4.61 3.60 0.52
C 3.61 2.69 0.23
N 3.65 1.42 0.64
H 6.53 1.49 2.34
H 6.47 3.87 1.57
H 4.52 4.62 0.17
H 2.74 2.98 -0.34
F -1.79 5.08 -0.30
C -1.02 5.51 -1.29
F -1.09 6.84 -1.35
F -1.51 5.02 -2.43
S 0.73 4.92 -1.15
O 0.56 3.50 -0.98
O 1.32 5.37 -2.38
N 1.43 5.57 0.09
S 1.05 6.77 1.02
O -0.32 6.80 1.43
O 1.66 8.01 0.63
C 2.01 6.29 2.57
F 1.22 6.39 3.64
F 3.04 7.14 2.76
F 2.52 5.06 2.53
Cl -4.56 -1.26 3.85
C -4.69 -2.27 2.44
C -5.91 -2.28 1.79
C -6.07 -2.98 0.61
C -5.00 -3.70 0.10
C -3.80 -3.71 0.78
Cl -2.53 -4.72 0.15
C -3.58 -2.99 1.96
N -2.34 -3.00 2.56
C -2.12 -2.92 3.96
C -2.66 -3.93 4.76
C -2.48 -3.91 6.13
C -1.74 -2.89 6.71
C -1.20 -1.89 5.91
C -1.38 -1.88 4.53
C -0.88 -0.74 3.69
C 0.65 -0.49 3.73
O 1.28 -0.78 4.75
O 1.13 0.02 2.67
H -6.71 -1.69 2.21
H -7.02 -2.97 0.09
H -5.10 -4.28 -0.81
H -1.54 -2.93 1.94
H -3.23 -4.72 4.29
H -2.92 -4.69 6.75
H -1.58 -2.86 7.78
H -0.61 -1.10 6.35
H -1.32 0.19 4.05
H -1.20 -0.85 2.66
```

Summary:
total charge: -2
HOMO-LUMO gap: 6.55 eV
energy relative to the best compared isomer or geometry (same formula, charge and spin): 2.1 kJ/mol
spin multiplicity: 1

***

Entry 2:
The following is a DFT calculation (the ωB97M-V functional and the def2-TZVPD basis) of C48H51FeN4O2Si as an isolated structure.

The geometry in XYZ format:
```
107
Properties=species:S:1:pos:R:3
Fe 0.33 -0.13 0.43
O 2.16 -0.18 -0.44
C 3.17 0.71 -0.55
C 3.29 1.64 0.72
C 2.14 2.57 0.85
C 2.30 3.91 0.53
C 1.24 4.79 0.68
C 0.03 4.28 1.14
C -0.06 2.92 1.41
C -1.39 2.33 1.74
C -2.09 1.96 0.37
O -1.34 1.11 -0.34
C -2.33 3.29 -0.36
C -1.49 3.64 -1.41
C -1.66 4.83 -2.09
C -2.68 5.69 -1.73
C -3.54 5.35 -0.69
C -3.37 4.15 -0.01
C -3.49 1.37 0.60
C -4.09 1.15 1.83
C -5.39 0.65 1.90
C -6.08 0.33 0.75
C -5.47 0.51 -0.48
C -4.20 1.04 -0.55
N 0.97 2.07 1.29
C 4.46 -0.10 -0.72
C 5.39 -0.33 0.29
C 6.44 -1.21 0.09
C 6.59 -1.87 -1.11
C 5.67 -1.64 -2.13
C 4.62 -0.78 -1.93
C 2.95 1.58 -1.80
C 4.00 2.22 -2.45
C 3.78 2.86 -3.66
C 2.51 2.88 -4.22
C 1.45 2.28 -3.54
C 1.68 1.64 -2.34
H 4.23 2.19 0.66
H 3.30 0.96 1.58
H 3.26 4.27 0.17
H 1.34 5.84 0.45
H -0.83 4.92 1.27
H -2.00 3.02 2.31
H -1.23 1.38 2.27
H -0.71 2.94 -1.67
H -1.00 5.09 -2.91
H -2.81 6.63 -2.25
H -4.34 6.01 -0.42
H -4.05 3.90 0.79
H -3.57 1.38 2.75
H -5.86 0.53 2.87
H -7.10 -0.04 0.81
H -6.00 0.26 -1.39
H -3.72 1.21 -1.51
H 5.31 0.18 1.24
H 7.15 -1.36 0.89
H 7.41 -2.55 -1.26
H 5.78 -2.15 -3.08
H 3.90 -0.62 -2.72
H 5.00 2.19 -2.03
H 4.60 3.34 -4.18
H 2.34 3.35 -5.18
H 0.46 2.31 -3.96
H 0.87 1.14 -1.81
C -4.48 -3.59 2.22
C -3.68 -2.39 2.70
N -2.54 -2.24 1.82
C -2.70 -2.26 0.46
N -1.83 -1.65 -0.24
C -1.91 -1.66 -1.68
C -2.61 -2.91 -2.20
C -3.94 -3.03 -1.46
N -3.71 -3.08 -0.03
C -4.87 -3.36 0.77
H -5.38 -3.73 2.83
H -3.86 -4.49 2.29
H -3.32 -2.54 3.72
H -4.32 -1.49 2.68
H -1.82 -1.58 2.09
H -0.88 -1.58 -2.05
H -2.44 -0.76 -2.00
H -2.00 -3.79 -1.98
H -2.79 -2.86 -3.27
H -4.47 -3.96 -1.74
H -4.60 -2.18 -1.72
H -5.35 -4.26 0.35
H -5.60 -2.53 0.71
C -0.01 -4.05 1.40
Si 0.96 -2.47 0.79
C 1.41 -3.13 -0.99
C 2.64 -2.63 1.75
C 3.71 -3.42 1.32
C 4.91 -3.46 2.01
C 5.07 -2.70 3.16
C 4.02 -1.92 3.61
C 2.83 -1.88 2.90
H 0.59 -4.95 1.31
H -0.90 -4.18 0.78
H -0.35 -3.98 2.43
H 1.62 -4.20 -1.01
H 2.27 -2.60 -1.39
H 0.58 -2.96 -1.67
H 3.60 -4.02 0.43
H 5.72 -4.08 1.66
H 6.00 -2.73 3.71
H 4.14 -1.33 4.51
H 2.03 -1.24 3.24
```

Summary:
total charge: -1
HOMO-LUMO gap (spin up / spin down): 6.16 / 6.72 eV
⟨S²⟩: 6.0157
energy relative to the best compared isomer or geometry (same formula, charge and spin): 0.0 kJ/mol
spin multiplicity: 5